<A>
Entry from the Open Molecules 2025 dataset: 3 unconnected molecules or ions with the total composition C3H10O4 (ωB97M-V/def2-TZVPD).

XYZ file:
```
17
C3H10O4, DFT ωB97M-V/def2-TZVPD
O -0.415 -3.189 0.940
C -0.721 -2.401 0.072
C -0.528 -0.954 0.236
C 0.395 -0.558 1.308
O 0.850 0.751 0.918
H -1.139 -2.774 -0.892
H -0.191 -0.466 -0.804
H -1.390 -0.300 0.255
H -0.073 -0.418 2.260
H 1.305 -1.193 1.371
H 1.712 0.935 1.237
H -1.058 2.892 2.032
H -0.318 1.943 0.987
O -1.214 2.350 1.256
H 0.155 0.768 -3.576
H 1.734 1.284 -4.057
O 0.895 1.331 -3.544
```

Properties
* total charge: 0
* SMILES: O=CCCO.O.O

<B>
Entry from the Open Molecules 2025 dataset: 3 unconnected molecules or ions with the total composition C3H10O4 (ωB97M-V/def2-TZVPD).

XYZ file:
```
17
C3H10O4, DFT ωB97M-V/def2-TZVPD
O 1.461 -1.066 0.461
C 0.458 -0.414 0.351
O 0.339 0.793 0.975
C -0.669 -0.613 -0.623
C -0.287 -1.001 -2.031
H 0.938 0.814 1.730
H -1.217 0.328 -0.681
H -1.388 -1.320 -0.200
H -1.108 -1.320 -2.638
H 0.556 -1.694 -2.093
H 0.156 -0.188 -2.613
H -2.866 4.306 -1.349
H -2.694 2.899 -0.901
O -3.089 3.408 -1.618
H 2.371 -1.811 3.579
H 3.913 -1.834 3.794
O 3.126 -1.285 3.858
```

Properties
* total charge: 0
* SMILES: CCC(=O)O.O.O

<B> is the most stable structure; the next one sits 171.8 kJ/mol above it.